# 1
DFT (the ωB97M-V functional and the def2-TZVPD basis) results for a structure of composition C12H43N20O12Zr at a distorted geometry.

Summary:
Charge: +3
F_max, Eh/bohr: 0.096
E, eV: -68784.586
HOMO level, eV: -13.966
Molar mass, g mol⁻¹: 750.828
Gap between HOMO and LUMO, eV: 4.110

Each line ends with the Mulliken charge.
Atoms and positions in Å:
Zr -0.065 -3.183 0.252  2.01
C -1.009 0.915 0.445  -0.31
C -0.831 -0.536 0.333  2.55
O -0.629 -1.316 1.320  -0.66
O -0.906 -1.221 -0.734  -1.23
H -0.238 1.339 1.103  -0.68
H -1.971 1.299 0.779  0.49
H -0.751 1.436 -0.476  -0.10
C -4.169 0.609 -1.363  0.56
O -4.255 1.821 -1.435  -0.73
N -4.385 -0.066 -0.197  -0.27
N -3.780 -0.190 -2.396  -0.28
H -4.769 0.434 0.588  0.23
H -4.217 -1.034 -0.001  0.12
H -3.683 0.096 -3.353  0.20
H -3.578 -1.146 -2.171  0.14
C 2.354 1.487 -0.855  0.36
O 2.231 0.275 -0.561  -0.48
N 2.462 2.412 0.119  -0.21
N 2.397 1.982 -2.122  -0.45
H 2.599 3.388 -0.095  0.24
H 2.553 2.140 1.084  0.10
H 2.484 1.315 -2.869  0.27
H 1.823 2.785 -2.326  0.21
C -1.207 -3.939 3.498  0.63
O -0.549 -3.743 2.429  -0.65
N -1.757 -5.101 3.859  -0.41
N -1.273 -2.930 4.384  -0.34
H -1.872 -5.838 3.184  0.22
H -2.068 -5.280 4.800  0.20
H -0.906 -2.061 4.038  0.19
H -1.819 -3.016 5.224  0.24
C -2.558 4.790 -0.528  0.41
O -1.784 5.721 -0.388  -0.63
N -3.711 4.651 0.180  -0.30
N -2.222 3.694 -1.290  -0.16
H -4.331 3.921 -0.142  0.15
H -4.170 5.336 0.751  0.24
H -2.893 2.987 -1.581  0.25
H -1.488 3.834 -1.961  0.11
C 0.755 5.439 1.508  0.48
O 0.730 6.441 0.823  -0.60
N 1.947 4.920 1.981  -0.31
N -0.368 4.703 1.776  -0.28
H 2.711 5.569 1.952  0.21
H 1.966 3.956 2.252  0.20
H -0.282 3.746 2.067  0.20
H -1.231 5.001 1.356  0.21
C -0.004 0.272 -4.226  0.58
O 0.212 -0.876 -4.631  -0.71
N 0.301 1.351 -4.993  -0.34
N -0.509 0.507 -2.995  0.64
H 0.703 1.182 -5.898  0.26
H 0.246 2.292 -4.646  0.15
H -0.874 -0.234 -2.418  -0.49
H -0.785 1.428 -2.698  -0.05
C 2.431 -2.771 -1.927  0.47
O 1.644 -2.716 -0.936  -0.03
N 3.433 -3.674 -1.934  -0.44
N 2.472 -1.804 -2.854  -0.13
H 3.798 -4.212 -1.168  0.24
H 3.999 -3.694 -2.769  0.19
H 3.279 -1.824 -3.452  0.27
H 1.962 -0.993 -2.519  -0.25
C -0.872 -4.168 -2.903  0.66
O -0.529 -3.767 -1.720  -0.64
N -0.698 -5.454 -3.233  -0.39
N -1.100 -3.265 -3.844  -0.16
H -0.247 -6.060 -2.571  0.20
H -1.145 -5.802 -4.067  0.23
H -1.400 -3.538 -4.767  0.24
H -0.860 -2.292 -3.670  0.07
C 2.570 -2.138 2.036  0.58
O 1.542 -2.698 1.557  -0.41
N 3.284 -2.824 2.956  -0.47
N 3.114 -1.006 1.567  -0.07
H 4.055 -2.385 3.433  0.21
H 2.971 -3.684 3.371  0.25
H 2.582 -0.579 0.797  0.02
H 4.024 -0.791 1.933  0.28
C 1.158 1.363 3.864  0.38
O 1.421 1.949 2.816  -0.56
N 1.816 1.580 5.043  -0.49
N 0.318 0.280 3.881  -0.21
H 2.218 2.506 5.062  0.26
H 2.209 0.818 5.561  0.20
H 0.042 -0.062 2.977  -0.10
H -0.065 -0.063 4.742  0.19

---

# 2
DFT (the ωB97M-V functional and the def2-TZVPD basis) results for a structure of composition C4H6N2O at a distorted geometry.

Summary:
Relative energy (zero: lowest compared OMol25 entry of this formula, charge and spin), kJ/mol: 425.4
F_max, Eh/bohr: 0.043
E, eV: -9269.093
HOMO level (spin up / spin down), eV: -7.269 / -7.309
Molar mass, g mol⁻¹: 98.105
Gap between HOMO and LUMO (spin up / spin down), eV: 7.415 / 7.671

Each line ends with the Mulliken charge.
Atoms and positions in Å:
N -0.172 1.513 1.578  -0.71
C -0.342 0.352 1.110  0.60
O -1.057 -0.746 1.613  -0.40
C -0.709 -1.553 0.445  -0.26
C 0.049 -0.394 -0.037  -0.12
C 0.840 1.078 -1.581  -0.47
N 0.805 -0.144 -1.111  -0.07
H -0.631 1.599 2.484  0.26
H -0.137 -2.441 0.732  0.21
H -1.605 -1.835 -0.123  0.19
H 1.514 1.683 -2.185  0.29
H -0.055 1.630 -1.403  0.24
H 1.499 -0.742 -1.524  0.25

---

# 3
DFT (the ωB97M-V functional and the def2-TZVPD basis) results for a cluster of 2 separate species, C3H9N3O in total at a distorted geometry.

Summary:
Relative energy (zero: lowest compared OMol25 entry of this formula, charge and spin), kJ/mol: 511.4
F_max, Eh/bohr: 0.114
E, eV: -9770.238
HOMO level (spin up / spin down), eV: -7.615 / -7.615
Molar mass, g mol⁻¹: 103.125
Gap between HOMO and LUMO (spin up / spin down), eV: 7.748 / 7.747
SMILES: C=C(N)N.CN=O

Each line ends with the Mulliken charge.
Atoms and positions in Å:
C 0.511 0.334 -1.591  -0.61
C 0.792 0.589 -0.317  0.38
N 1.465 -0.305 0.419  -0.43
N 0.748 1.866 0.194  -0.57
H 0.684 -0.672 -2.072  0.22
H -0.009 1.016 -2.227  0.28
H 1.589 -1.252 0.192  0.21
H 1.685 -0.079 1.409  0.18
H -0.061 2.401 0.007  0.29
H 1.014 1.897 1.118  0.16
C -1.662 -0.943 0.428  -0.59
N -1.688 0.275 -0.220  0.07
O -1.665 1.380 0.454  -0.43
H -1.872 -0.878 1.465  0.38
H -2.680 -1.415 0.091  0.29
H -0.731 -1.632 0.356  0.15

---

# 4
DFT (the ωB97M-V functional and the def2-TZVPD basis) results for the molecule C17H17N3OS at a distorted geometry.

Summary:
Relative energy (zero: lowest compared OMol25 entry of this formula, charge and spin), kJ/mol: 370.6
F_max, Eh/bohr: 0.092
E, eV: -35255.355
HOMO level, eV: -8.332
Molar mass, g mol⁻¹: 311.410
Gap between HOMO and LUMO, eV: 8.812
SMILES: CSC1=N[C@@](C)(c2ccccc2)C(=O)N1Nc1ccccc1

Each line ends with the Mulliken charge.
Atoms and positions in Å:
C 1.276 -4.188 -0.254  -0.79
S 0.838 -2.816 -1.462  -0.07
C 0.937 -1.426 -0.344  -0.03
N 2.029 -0.832 -0.058  -0.73
C 1.751 0.236 0.966  2.59
C 2.718 -0.019 2.055  -1.83
C 1.863 1.557 0.310  -0.70
C 2.035 1.709 -1.047  0.21
C 2.204 2.944 -1.724  -1.13
C 2.259 4.096 -0.887  -0.21
C 2.145 4.026 0.497  -0.92
C 1.928 2.735 1.036  0.02
C 0.256 -0.128 1.349  0.11
O -0.335 0.262 2.359  -0.67
N -0.156 -1.117 0.466  0.73
N -1.405 -1.793 0.411  -0.75
C -2.511 -1.222 -0.219  0.59
C -3.843 -1.723 0.123  -0.68
C -4.971 -1.087 -0.375  -0.48
C -4.861 0.049 -1.332  -0.68
C -3.543 0.477 -1.613  -0.48
C -2.383 -0.166 -1.059  -0.02
H 2.336 -4.409 -0.419  0.30
H 1.166 -3.786 0.774  0.22
H 0.697 -5.109 -0.356  0.33
H 3.731 0.217 1.702  0.38
H 2.759 -1.042 2.347  0.49
H 2.579 0.433 3.086  0.34
H 1.962 0.827 -1.660  0.42
H 2.408 3.086 -2.740  0.45
H 2.005 4.985 -1.527  0.27
H 2.348 4.905 1.175  0.31
H 1.929 2.456 2.082  0.38
H -1.657 -2.338 1.246  0.27
H -4.001 -2.463 0.890  0.28
H -5.962 -1.373 -0.161  0.39
H -5.688 0.549 -1.732  0.46
H -3.389 1.305 -2.381  0.26
H -1.455 0.185 -1.526  0.32

---

# 5
DFT (the ωB97M-V functional and the def2-TZVPD basis) results for a structure of composition C12H28N3PdS3 at a distorted geometry.

Summary:
Relative energy (zero: lowest compared OMol25 entry of this formula, charge and spin), kJ/mol: 87.8
Charge: +1
F_max, Eh/bohr: 0.039
E, eV: -53348.222
HOMO level, eV: -10.335
Molar mass, g mol⁻¹: 416.998
Gap between HOMO and LUMO, eV: 8.047

Each line ends with the Mulliken charge.
Atoms and positions in Å:
Pd -0.396 0.418 0.369  -0.72
C -1.984 3.456 1.030  -0.62
C -3.059 2.837 0.148  -0.72
S -2.622 1.228 -0.604  -0.14
C -3.707 0.080 0.306  -0.76
C -3.475 -0.008 1.802  -0.51
S -1.887 -0.806 2.236  -0.12
C -1.220 0.358 3.476  -0.79
C -0.739 1.676 2.885  0.53
S -2.046 2.971 2.797  -0.16
H -2.141 4.534 1.051  0.48
H -0.980 3.257 0.631  0.18
H -3.258 3.495 -0.700  0.49
H -3.991 2.694 0.692  0.40
H -3.552 -0.890 -0.168  0.38
H -4.729 0.407 0.108  0.46
H -4.266 -0.621 2.235  0.47
H -3.484 0.972 2.277  0.17
H -0.378 -0.185 3.909  0.42
H -1.978 0.510 4.243  0.44
H -0.370 1.511 1.836  -0.74
H 0.063 2.086 3.503  0.48
N 1.626 -2.696 -2.534  -0.50
C 2.921 -2.054 -2.243  0.10
C 3.230 -2.129 -0.746  -1.46
C 2.280 -1.306 0.134  0.55
N 0.923 -1.854 0.143  -0.41
C 2.189 0.140 -0.377  -0.78
C 1.861 0.203 -1.870  0.03
N 0.515 -0.386 -2.102  0.15
C 2.870 -0.589 -2.702  -1.17
H 1.499 -3.522 -1.959  0.20
H 1.579 -2.996 -3.502  0.27
H 0.709 -1.462 -2.180  0.67
H 3.741 -2.557 -2.776  0.33
H 4.246 -1.767 -0.587  0.46
H 3.206 -3.170 -0.420  0.41
H 2.717 -1.292 1.149  0.35
H 0.387 -1.393 0.902  -0.17
H 0.916 -2.850 0.337  0.31
H 3.124 0.667 -0.185  0.51
H 1.380 0.674 0.194  -0.24
H 1.856 1.255 -2.182  0.37
H 0.088 -0.032 -2.958  0.44
H -0.118 -0.179 -1.242  0.06
H 3.861 -0.147 -2.600  0.48
H 2.594 -0.538 -3.757  0.41

---

# 6
DFT (the ωB97M-V functional and the def2-TZVPD basis) results for a structure of composition C19H12ClIN2OPdS at a distorted geometry.

Summary:
Relative energy (zero: lowest compared OMol25 entry of this formula, charge and spin), kJ/mol: 141.2
F_max, Eh/bohr: 0.024
E, eV: -59864.429
HOMO level (spin up / spin down), eV: -7.461 / -7.552
Molar mass, g mol⁻¹: 585.162
Gap between HOMO and LUMO (spin up / spin down), eV: 6.556 / 6.533

Each line ends with the Mulliken charge.
Atoms and positions in Å:
Pd -0.414 0.360 0.634  0.22
Cl 0.554 6.050 -3.406  -0.26
C 0.117 4.933 -2.140  0.38
C -0.290 5.403 -0.933  -0.49
C -0.636 4.522 0.124  -0.40
I -1.227 5.316 1.937  0.08
C -0.590 3.158 -0.035  0.96
O -0.914 2.285 0.891  -0.76
C -0.173 2.680 -1.324  0.13
N -0.135 1.322 -1.445  -0.23
C 0.298 0.794 -2.560  -0.27
C 0.704 1.572 -3.663  -0.81
C 0.644 2.931 -3.568  -0.66
C 0.196 3.534 -2.370  0.31
H -0.341 6.472 -0.772  0.38
H 0.330 -0.289 -2.605  0.42
H 1.052 1.088 -4.565  0.39
H 0.946 3.557 -4.398  0.41
C -2.734 -1.610 -0.033  -1.34
C -1.614 -2.329 0.654  1.19
C -1.737 -3.708 0.952  -0.80
C -0.717 -4.357 1.570  -0.61
C 0.459 -3.659 1.926  1.06
C 1.549 -4.279 2.586  -0.92
C 2.639 -3.526 2.908  -0.57
C 2.686 -2.146 2.595  -0.41
C 1.650 -1.516 1.955  0.40
S 1.691 0.190 1.542  -0.37
C 0.520 -2.295 1.611  0.00
N -0.527 -1.664 0.971  -0.27
H -3.571 -2.280 -0.216  0.39
H -2.406 -1.205 -0.991  0.25
H -3.096 -0.778 0.570  0.30
H -2.647 -4.224 0.678  0.37
H -0.799 -5.413 1.802  0.41
H 1.495 -5.333 2.828  0.37
H 3.479 -3.982 3.415  0.37
H 3.562 -1.571 2.871  0.41

---

> What is the formula in the second record?

C4H6N2O

---

> Among the records above, which one has the highest molar mass?

C12H43N20O12Zr

---

Copy entry 3 word for word.
DFT (the ωB97M-V functional and the def2-TZVPD basis) results for a cluster of 2 separate species, C3H9N3O in total at a distorted geometry.

Summary:
Relative energy (zero: lowest compared OMol25 entry of this formula, charge and spin), kJ/mol: 511.4
F_max, Eh/bohr: 0.114
E, eV: -9770.238
HOMO level (spin up / spin down), eV: -7.615 / -7.615
Molar mass, g mol⁻¹: 103.125
Gap between HOMO and LUMO (spin up / spin down), eV: 7.748 / 7.747
SMILES: C=C(N)N.CN=O

Each line ends with the Mulliken charge.
Atoms and positions in Å:
C 0.511 0.334 -1.591  -0.61
C 0.792 0.589 -0.317  0.38
N 1.465 -0.305 0.419  -0.43
N 0.748 1.866 0.194  -0.57
H 0.684 -0.672 -2.072  0.22
H -0.009 1.016 -2.227  0.28
H 1.589 -1.252 0.192  0.21
H 1.685 -0.079 1.409  0.18
H -0.061 2.401 0.007  0.29
H 1.014 1.897 1.118  0.16
C -1.662 -0.943 0.428  -0.59
N -1.688 0.275 -0.220  0.07
O -1.665 1.380 0.454  -0.43
H -1.872 -0.878 1.465  0.38
H -2.680 -1.415 0.091  0.29
H -0.731 -1.632 0.356  0.15